Record 1
61
Properties=species:S:1:pos:R:3 method="wB97M-V/def2-TZVPD" homo_lumo_gap_ev="5.99 / 5.99" e_tot_ha=-3034.273426 charge=+1 e_lumo_ev="-5.53 / -5.53" de_lowest_ev=0.000 homo_energy_ev="-11.5 / -11.5"
H -2.858 -4.154 0.592
H -3.034 -1.917 -0.426
C 4.345 -3.674 0.507
F 5.900 -2.159 -0.239
N 0.074 3.321 -2.735
C -2.388 -3.306 1.070
S -0.976 2.064 1.325
N 1.249 3.919 0.100
C 2.895 0.440 -1.737
H 2.032 3.754 -3.268
H -1.638 -4.456 2.716
C 5.231 0.021 -1.498
H 0.843 4.819 -4.012
C 3.670 -6.152 1.956
H -0.692 -0.278 2.776
H 2.560 5.545 -0.204
H -0.848 3.745 -2.789
N 0.301 -6.223 1.710
C -5.869 1.032 1.796
H -4.125 1.285 -1.646
H 2.902 4.101 -1.152
C 3.903 -0.476 -1.287
C -1.166 -1.129 2.302
N 4.391 -6.895 2.451
H 1.844 3.432 0.763
C 1.337 5.318 -1.970
H 0.082 2.562 -3.409
C -1.869 -0.958 1.116
F 0.704 -3.696 0.154
C 1.111 4.309 -3.086
Pd 0.026 2.443 -0.765
C -6.614 1.291 0.651
P -2.105 0.668 0.383
H 0.643 4.514 0.659
C -4.502 0.850 1.702
C 3.615 -1.661 -0.681
C -5.993 1.378 -0.585
C -3.876 0.942 0.458
H -0.554 -2.524 3.811
C 2.981 -4.155 0.685
C -4.619 1.209 -0.686
N 2.118 1.220 -2.064
F 5.330 -4.395 1.007
C -2.480 -2.050 0.497
C -1.086 -2.391 2.878
C 2.686 -5.296 1.355
H 0.382 5.739 -1.635
N 6.289 0.446 -1.640
S -1.389 0.778 -1.519
H -6.358 0.964 2.759
C 2.101 4.746 -0.788
H -6.577 1.577 -1.474
C -1.698 -3.474 2.266
C 1.348 -5.777 1.554
C 4.637 -2.531 -0.129
F 1.270 -1.450 -1.072
C 1.963 -3.305 0.087
H -3.923 0.631 2.593
C 2.254 -2.158 -0.537
H 1.910 6.153 -2.374
H -7.686 1.423 0.726



Record 2
61
Properties=species:S:1:pos:R:3 method="wB97M-V/def2-TZVPD" homo_lumo_gap_ev=6.68 e_tot_ha=-1376.001958 charge=0 e_lumo_ev=-1.15 homo_energy_ev=-7.8
C -20.766 6.420 5.432
N -21.027 11.467 8.525
C -17.135 12.475 7.346
C -23.461 9.453 2.863
B -19.014 9.545 5.425
H -21.133 12.207 3.259
H -20.908 11.479 7.522
H -15.932 8.254 7.413
H -17.446 7.334 0.494
N -21.094 5.296 4.866
N -21.032 12.265 10.514
H -18.554 9.138 3.111
H -19.677 9.927 6.186
H -21.685 10.179 1.985
H -18.196 7.546 2.340
N -21.096 13.208 3.392
O -17.668 13.373 6.705
H -16.632 10.668 7.579
N -17.402 11.253 7.289
H -19.422 6.242 3.908
H -21.329 8.720 2.854
H -14.422 8.144 8.356
H -19.667 11.791 4.625
O -21.239 6.965 6.386
N -19.917 12.635 5.120
N -17.362 8.327 0.333
O -17.748 10.337 1.105
Cs -15.679 8.810 4.717
H -18.378 10.346 5.078
H -23.614 8.958 1.904
H -15.874 11.906 8.785
H -21.191 10.611 9.036
H -24.107 10.331 2.827
O -21.483 10.316 4.011
C -17.865 9.144 1.225
H -21.184 11.278 10.666
H -20.770 9.805 4.402
H -16.771 8.612 -0.435
H -19.536 9.219 4.539
H -23.895 8.694 3.513
H -19.302 12.882 5.882
N -19.776 6.786 4.682
H -20.836 12.967 11.213
C -20.460 13.639 4.449
H -18.386 8.734 5.759
O -20.382 14.829 4.740
O -20.417 13.650 8.870
H -20.635 4.903 4.057
N -16.184 12.675 8.208
H -19.445 7.736 4.762
C -20.736 12.507 9.244
H -21.917 4.851 5.245
Cs -18.791 8.182 8.366
H -21.535 13.871 2.769
N -18.289 8.552 2.332
H -14.562 9.349 7.091
H -16.150 13.667 8.391
H -18.304 11.042 6.888
C -21.937 9.624 2.889
B -15.107 8.801 7.843
H -15.534 9.445 8.597



Record 3
12
Properties=species:S:1:pos:R:3 method="wB97M-V/def2-TZVPD" homo_lumo_gap_ev=8.95 e_tot_ha=-508.280007 charge=0 e_lumo_ev=0.57 de_lowest_ev=4.155 homo_energy_ev=-8.4
I 1.932 1.824 0.673
H 0.270 -0.630 1.447
C -1.051 1.772 -0.526
H 2.021 -0.045 -1.163
H 1.583 -1.766 1.014
H -0.926 2.803 -0.224
H 0.331 -1.732 0.048
H -0.616 0.444 -2.257
N -1.461 0.657 -0.137
C 0.899 -1.064 0.571
C -0.549 0.613 -1.183
C 1.397 0.027 -0.331



Record 4
31
Properties=species:S:1:pos:R:3 method="wB97M-V/def2-TZVPD" homo_lumo_gap_ev="6.19 / 5.17" e_tot_ha=-1557.584567 charge=0 e_lumo_ev="0.30 / -2.67" spin_multiplicity=6 homo_energy_ev="-5.9 / -7.8"
C -1.384 0.800 1.071
F -2.221 1.791 -0.932
H 0.931 -2.775 -3.216
C -0.829 2.290 2.923
C -1.725 1.942 0.324
C -0.292 -4.046 -0.304
H 1.534 -3.749 1.040
H 1.229 -0.004 -1.884
C 0.551 0.228 -1.053
C 1.873 2.543 -1.081
C 1.685 -3.058 -1.111
Ir -0.225 -1.947 -0.430
C 1.064 -3.632 0.060
H 1.280 3.438 -1.273
N 1.341 1.496 -0.482
H 1.505 1.309 0.504
C -1.217 3.402 2.166
H 2.818 2.453 -1.606
F -1.220 4.632 2.713
C 0.742 -3.115 -2.192
H -1.012 -4.507 0.373
C -1.601 3.227 0.837
F -0.471 2.458 4.219
S -1.754 -0.836 0.520
H -1.388 -3.885 -2.293
F -1.875 4.295 0.058
C -0.480 -3.714 -1.699
F -0.363 -0.047 3.062
C -0.850 1.012 2.357
H 2.708 -2.665 -1.162
H -0.353 0.664 -1.510